No. 1
{"formula": "C28H79N7O8", "method": "wB97M-V/def2-TZVPD", "e_tot_ev": -57121.563, "homo_energy_ev": -8.6, "smiles": "COC[C@H](C)N.COC[C@H](C)N.COC[C@H](C)N.COC[C@H](C)N.COC[C@H](C)N.COC[C@H](C)N.COC[C@H](C)N.O", "elements": ["O", "H", "H", "C", "C", "C", "O", "C", "N", "H", "H", "H", "H", "H", "H", "H", "H", "H", "H", "H", "C", "C", "C", "O", "C", "N", "H", "H", "H", "H", "H", "H", "H", "H", "H", "H", "H", "C", "C", "C", "O", "C", "N", "H", "H", "H", "H", "H", "H", "H", "H", "H", "H", "H", "C", "C", "C", "O", "C", "N", "H", "H", "H", "H", "H", "H", "H", "H", "H", "H", "H", "C", "C", "C", "O", "C", "N", "H", "H", "H", "H", "H", "H", "H", "H", "H", "H", "H", "C", "C", "C", "O", "C", "N", "H", "H", "H", "H", "H", "H", "H", "H", "H", "H", "H", "C", "C", "C", "O", "C", "N", "H", "H", "H", "H", "H", "H", "H", "H", "H", "H", "H"], "coordinates": [[-0.13364, -1.22877, -0.21430], [0.66880, -1.74262, -0.12333], [-0.80470, -1.75208, 0.22394], [1.43249, -5.15194, 0.42018], [2.36815, -4.08755, 0.98558], [3.84032, -4.40907, 1.10735], [3.99929, -5.43223, 2.03242], [3.78727, -5.12656, 3.42673], [2.17734, -3.03663, 0.04502], [1.56533, -5.98298, 1.11288], [1.72367, -5.46551, -0.58231], [0.40516, -4.79080, 0.46782], [2.09847, -3.64797, 1.94586], [4.48502, -3.56170, 1.34067], [4.19480, -4.70879, 0.12114], [2.73147, -4.85676, 3.45106], [4.40859, -4.28031, 3.71986], [3.95562, -6.04211, 3.99377], [2.17638, -3.43646, -0.88247], [3.02648, -2.48978, 0.04802], [1.35658, 4.41800, -6.38056], [0.76528, 3.19024, -5.66521], [0.63170, 3.18538, -4.05134], [-0.03914, 2.02881, -3.57099], [-0.32380, 2.10107, -2.16573], [-0.57682, 2.89759, -6.14834], [1.41104, 4.32682, -7.46538], [2.35223, 4.72447, -6.05986], [0.72903, 5.30855, -6.34589], [1.37834, 2.34046, -5.96541], [0.06974, 4.05299, -3.70556], [1.60154, 3.29976, -3.56717], [-1.29009, 2.59540, -2.06568], [0.50056, 2.48117, -1.56235], [-0.42470, 1.05001, -1.89520], [-1.12989, 3.74193, -6.11219], [-1.05846, 2.41328, -5.40433], [-4.30983, -0.64226, -3.49226], [-3.35860, -0.12050, -2.37614], [-4.03898, 0.70097, -1.28453], [-4.60947, 1.90698, -1.83010], [-4.93504, 2.85409, -0.84107], [-2.64689, -1.27888, -1.83226], [-4.79083, 0.23157, -3.93175], [-5.13475, -1.20434, -3.05446], [-3.72005, -1.18492, -4.23103], [-2.55371, 0.47125, -2.81213], [-3.25324, 0.97730, -0.58143], [-4.69183, 0.11503, -0.63757], [-4.07999, 3.13545, -0.22639], [-5.77275, 2.42307, -0.29284], [-5.29376, 3.82463, -1.18381], [-2.16629, -1.83769, -2.52281], [-1.80322, -0.93939, -1.39286], [1.62418, -0.47901, -5.29885], [0.31719, -1.31076, -5.01427], [0.45353, -2.27176, -3.78851], [-0.84392, -2.76144, -3.52214], [-0.80125, -3.88154, -2.68088], [-0.75967, -0.31516, -4.86179], [1.95169, 0.16938, -4.48618], [1.51123, 0.12567, -6.19868], [2.43274, -1.20254, -5.40298], [0.10580, -1.91171, -5.89874], [0.69530, -1.74637, -2.86460], [1.26210, -2.99302, -3.90735], [-0.62585, -4.68942, -3.39128], [-1.72049, -4.09095, -2.13383], [0.07281, -3.90900, -2.03021], [-1.24736, -0.74510, -4.08887], [-0.31504, 0.51486, -4.49644], [-1.11874, 2.10160, 1.48938], [-1.21697, 2.12967, 3.05067], [-1.08741, 3.53453, 3.55433], [-2.03120, 4.41155, 2.94212], [-2.09942, 5.71112, 3.55234], [-2.56551, 1.61338, 3.43131], [-2.06907, 2.21971, 0.96877], [-0.59428, 1.21025, 1.14510], [-0.46531, 2.90151, 1.14116], [-0.56758, 1.43240, 3.58001], [-0.10937, 3.99518, 3.41524], [-1.29109, 3.49086, 4.62424], [-2.57476, 5.50311, 4.51092], [-2.68279, 6.39519, 2.93604], [-1.16188, 6.18157, 3.84864], [-2.75398, 0.69548, 3.05442], [-3.37240, 2.20543, 3.29535], [4.53186, 3.37582, 3.54138], [4.07086, 2.88216, 2.10082], [2.65180, 2.25792, 2.20501], [2.47464, 1.28031, 3.20929], [2.10657, -0.04362, 2.82566], [3.98076, 4.03145, 1.19778], [4.25026, 2.65393, 4.30799], [3.94932, 4.25261, 3.82420], [5.59745, 3.59023, 3.62289], [4.79264, 2.20373, 1.64599], [2.28706, 1.97347, 1.21801], [2.00918, 3.07514, 2.53255], [1.45655, -0.00295, 1.95164], [1.40436, -0.55900, 3.48094], [2.97250, -0.65983, 2.58372], [4.16811, 3.77749, 0.23835], [4.79952, 4.57056, 1.44084], [-2.90597, -2.14959, 3.49725], [-1.52075, -2.09539, 2.83162], [-0.47305, -2.77265, 3.72940], [-0.21185, -2.10650, 4.96760], [0.35019, -2.93076, 5.99933], [-1.69678, -2.88242, 1.55091], [-3.76135, -1.81715, 2.90911], [-2.89727, -1.59417, 4.43508], [-3.15300, -3.17307, 3.77935], [-1.18453, -1.09304, 2.56638], [0.46513, -3.00065, 3.22350], [-0.88620, -3.73357, 4.03608], [1.36876, -3.27093, 5.81252], [-0.26799, -3.78105, 6.28739], [0.37334, -2.30486, 6.89141], [-1.68720, -3.87606, 1.73166], [-2.66639, -2.66971, 1.36459]], "forces_ev_per_angstrom": [[0.03, 1.18, -0.54], [0.60, -0.52, 0.17], [-0.40, -0.67, 0.45], [0.74, -0.86, 2.27], [-0.35, 0.86, -0.64], [-0.50, -0.68, -0.08], [1.28, -1.46, 0.63], [-0.72, 0.21, -1.86], [0.68, 2.02, -1.16], [-0.48, -0.58, -0.33], [0.01, 0.10, 0.01], [0.08, -0.03, -0.20], [-0.68, -0.54, 0.21], [-0.28, 0.63, 0.38], [0.16, -0.66, -0.03], [-0.06, 0.13, 0.92], [0.11, -0.08, 0.30], [0.19, 0.26, -0.08], [-0.14, -0.03, -0.33], [0.08, 0.81, -0.08], [-0.28, 0.59, 0.17], [-0.58, -0.37, 1.29], [0.81, 0.95, -1.02], [0.99, 0.84, -0.04], [-0.25, -1.22, -0.95], [-0.63, 0.37, -0.22], [0.09, -0.91, -0.02], [0.00, -0.24, 0.28], [-0.28, 0.08, 0.75], [0.17, -0.11, 0.32], [-0.29, 0.39, -0.34], [0.39, -0.31, 0.03], [0.18, 0.34, 0.53], [-0.08, 0.49, -0.16], [-0.23, 0.00, 0.35], [0.09, 0.71, -0.52], [0.01, -0.99, -0.12], [0.22, 1.45, 0.93], [-0.12, -1.08, -1.29], [0.85, 0.61, 0.04], [0.45, -0.46, -0.43], [-0.44, -0.27, 0.39], [0.02, -0.03, 1.43], [0.12, -0.03, -0.40], [0.27, -0.48, 0.00], [-0.31, -0.09, -0.01], [-0.54, 0.84, -0.44], [0.40, 0.30, 0.13], [-0.81, -0.14, -0.42], [0.14, -0.47, 0.43], [0.12, 0.18, 0.79], [-0.01, -0.30, -1.02], [-0.79, -0.02, -0.80], [0.05, 0.30, 0.78], [-0.20, -1.61, 0.32], [1.39, 1.27, -0.02], [-0.23, 1.96, -0.24], [-0.13, -0.23, -0.10], [0.54, -1.42, -0.94], [0.31, -1.52, 0.38], [-0.49, 0.07, 0.25], [-0.03, -0.22, -0.02], [0.29, 0.09, -0.46], [0.06, -0.25, -0.01], [0.52, 0.66, 0.03], [-0.35, -0.68, -0.47], [-0.14, -0.77, 0.28], [-0.01, 0.55, -0.07], [-0.14, 0.47, 0.43], [-1.02, 0.63, 0.13], [-0.28, 0.07, 0.15], [1.48, 0.05, 0.37], [-2.60, -0.36, -1.79], [-0.21, 0.97, 0.88], [0.25, 0.40, -0.67], [-0.34, -1.33, 0.82], [0.27, -0.21, 0.98], [-0.02, -0.10, 0.38], [-0.37, -0.40, -0.08], [0.01, 0.30, -0.02], [0.65, 0.41, -0.33], [0.41, -0.41, -0.08], [0.02, 0.16, 0.38], [-0.51, 0.58, 0.21], [0.02, -0.31, -0.01], [0.54, -0.21, -0.62], [0.09, 0.09, -0.09], [0.38, 0.31, -0.38], [-0.80, -0.63, -0.95], [-0.20, -0.20, 1.18], [0.07, 0.79, 0.34], [0.06, -1.05, 0.43], [-0.56, 0.57, -1.24], [0.28, 0.53, 0.37], [0.25, -0.33, -0.21], [0.08, 0.31, -0.32], [-0.03, 0.02, -0.19], [0.07, -0.61, 0.56], [0.03, -0.45, -0.09], [-0.04, 0.35, -0.20], [0.25, 0.14, -0.68], [0.60, 0.35, 1.06], [0.10, -0.12, 0.17], [-0.25, -0.35, -0.20], [-0.01, 0.64, -0.05], [0.39, 0.45, 1.26], [-0.59, -1.23, -0.07], [-0.18, -0.71, 0.94], [0.05, 0.04, -0.15], [-0.39, 0.82, 0.10], [0.45, 0.99, 0.62], [0.31, 0.36, -0.34], [-0.12, 0.21, 0.03], [0.24, -0.24, -0.09], [-0.16, 0.12, 0.00], [0.14, 0.29, -0.39], [-0.22, -0.49, -0.34], [0.08, -0.01, -0.40], [-0.26, -0.23, -0.48], [0.12, 0.15, -0.12], [0.14, -0.23, 0.24], [-0.13, -0.23, -0.85]]}

No. 2
{"formula": "C28H79N7O8", "method": "wB97M-V/def2-TZVPD", "e_tot_ev": -57121.634, "homo_energy_ev": -9.0, "smiles": "COC[C@H](C)N.COC[C@H](C)N.COC[C@H](C)N.COC[C@H](C)N.COC[C@H](C)N.COC[C@H](C)N.COC[C@H](C)N.O", "elements": ["O", "H", "H", "C", "C", "C", "O", "C", "N", "H", "H", "H", "H", "H", "H", "H", "H", "H", "H", "H", "C", "C", "C", "O", "C", "N", "H", "H", "H", "H", "H", "H", "H", "H", "H", "H", "H", "C", "C", "C", "O", "C", "N", "H", "H", "H", "H", "H", "H", "H", "H", "H", "H", "H", "C", "C", "C", "O", "C", "N", "H", "H", "H", "H", "H", "H", "H", "H", "H", "H", "H", "C", "C", "C", "O", "C", "N", "H", "H", "H", "H", "H", "H", "H", "H", "H", "H", "H", "C", "C", "C", "O", "C", "N", "H", "H", "H", "H", "H", "H", "H", "H", "H", "H", "H", "C", "C", "C", "O", "C", "N", "H", "H", "H", "H", "H", "H", "H", "H", "H", "H", "H"], "coordinates": [[0.39786, 0.01867, -0.51718], [0.36596, 0.97341, -0.45646], [0.76318, -0.26307, 0.32151], [7.51224, 1.86054, 0.56089], [6.27305, 2.05779, 1.33261], [5.46465, 0.79777, 1.61085], [5.21520, 0.14448, 0.42395], [4.26036, 0.73720, -0.47107], [6.53647, 2.74597, 2.58508], [8.12510, 1.14225, 1.10546], [8.04433, 2.81147, 0.53438], [7.36240, 1.42611, -0.42750], [5.64401, 2.82777, 0.88590], [4.61732, 1.04794, 2.24924], [6.06331, 0.12761, 2.22779], [3.35991, 0.97551, 0.09505], [3.94151, 0.01137, -1.21914], [4.62889, 1.62384, -0.98698], [5.64027, 2.98472, 2.98499], [6.87671, 3.66982, 2.35957], [-7.14383, 2.19325, -2.28460], [-5.68236, 1.64855, -2.46786], [-4.83255, 1.61309, -1.21288], [-3.53500, 1.12338, -1.45620], [-2.90811, 1.10654, -0.12017], [-5.87591, 0.27124, -2.86396], [-7.68202, 1.67699, -1.48966], [-7.72016, 2.03849, -3.19674], [-7.07233, 3.22617, -1.94391], [-5.12415, 2.25181, -3.18381], [-5.31639, 0.97200, -0.47600], [-4.83709, 2.63457, -0.83255], [-2.00356, 0.49935, -0.15498], [-3.54959, 0.63350, 0.62336], [-2.65601, 2.12773, 0.16570], [-6.38575, -0.27798, -2.18682], [-5.03463, -0.28303, -2.93559], [0.08434, -5.01646, -1.00841], [0.79650, -3.64472, -0.75145], [1.54703, -3.04332, -1.93518], [2.56045, -3.87027, -2.43937], [3.44157, -3.27834, -3.36111], [-0.27019, -2.81507, -0.27955], [0.69728, -5.82310, -1.41057], [-0.73626, -4.99616, -1.72556], [-0.48057, -5.34994, -0.13791], [1.46479, -3.73061, 0.10535], [2.04976, -2.10428, -1.70372], [0.86585, -2.86679, -2.76760], [3.11269, -2.50162, -4.05151], [3.78729, -4.10665, -3.97956], [4.31107, -2.81393, -2.89593], [-0.98885, -2.87533, -0.98666], [0.06507, -1.86877, -0.39006], [2.99651, -1.11303, 3.50960], [2.78949, -1.84558, 2.23141], [2.86545, -3.36907, 2.37252], [1.65695, -3.89437, 2.95156], [1.34913, -5.19757, 2.68297], [1.48842, -1.34444, 1.67671], [4.05289, -1.22056, 3.75578], [2.32021, -1.43285, 4.30234], [2.90643, -0.03386, 3.38565], [3.63254, -1.47714, 1.64692], [3.71367, -3.68308, 2.98081], [3.18954, -3.69040, 1.38266], [1.30863, -5.43138, 1.61911], [0.34030, -5.39538, 3.04525], [2.05969, -5.81731, 3.22990], [0.96287, -1.67200, 2.47458], [1.25754, -2.06506, 1.00775], [-0.95765, 0.64045, 2.70335], [-1.28457, 1.67741, 3.81433], [-2.10881, 2.87171, 3.22403], [-1.43021, 3.47842, 2.15499], [-2.24437, 4.47226, 1.57056], [-1.87840, 0.99061, 5.00649], [-0.28227, -0.08114, 3.16300], [-0.67581, 1.19520, 1.80841], [-1.89171, 0.16763, 2.39990], [-0.45609, 2.17072, 4.32262], [-2.38181, 3.57068, 4.01462], [-3.07528, 2.43444, 2.97338], [-1.55075, 4.84617, 0.81744], [-2.50826, 5.26448, 2.27117], [-3.08827, 4.03553, 1.03650], [-2.69125, 0.46905, 4.71095], [-1.32903, 0.31239, 5.51474], [1.77544, 2.83305, -2.06765], [1.01911, 3.73645, -1.05330], [0.81189, 5.18448, -1.40701], [2.08677, 5.72318, -1.83245], [2.19401, 7.08705, -2.11482], [-0.15323, 2.97567, -0.86046], [2.72645, 3.28755, -2.34532], [1.21279, 2.74719, -2.99725], [1.93329, 1.81577, -1.70943], [1.60213, 3.67773, -0.13420], [0.31429, 5.74127, -0.61298], [0.16247, 5.32094, -2.27173], [1.97070, 7.66020, -1.21497], [1.55025, 7.35110, -2.95384], [3.26131, 7.23103, -2.28284], [-0.58513, 2.99172, -1.77331], [-0.79651, 3.48929, -0.27524], [-4.39584, -5.27257, -1.72893], [-4.33124, -4.11536, -0.74097], [-3.85118, -2.85551, -1.47747], [-2.53919, -2.99218, -1.99231], [-2.10237, -1.79915, -2.67989], [-5.61540, -3.80844, -0.23108], [-3.43085, -5.42361, -2.21277], [-5.13558, -5.23224, -2.52846], [-4.67000, -6.23441, -1.29557], [-3.64939, -4.38320, 0.06615], [-3.89250, -2.05689, -0.73680], [-4.55488, -2.56452, -2.25736], [-1.96607, -0.97699, -1.97734], [-2.77603, -1.38839, -3.43194], [-1.09128, -1.90885, -3.07202], [-6.15724, -3.43729, -0.99839], [-6.02391, -4.70850, -0.02347]], "forces_ev_per_angstrom": [[-0.14, -0.07, -0.76], [-0.31, 0.81, -0.18], [0.48, -0.12, 0.89], [0.90, -0.58, -0.02], [-1.69, 1.26, 0.57], [1.23, 0.90, 0.31], [-0.98, -1.00, -1.47], [-0.10, -0.23, 0.80], [0.59, 0.08, 1.32], [0.28, 0.01, 0.07], [0.17, -0.09, -0.38], [-0.13, 0.33, -0.04], [-0.51, -0.62, -1.40], [-0.70, 0.03, -0.35], [0.24, -0.14, -0.05], [-0.16, 0.29, 0.06], [0.38, -0.22, 0.09], [0.17, 0.09, 0.12], [-0.30, -0.27, 0.41], [0.56, 0.13, -0.04], [1.47, 0.20, 0.59], [-1.01, -1.17, 0.98], [-0.99, 0.98, -0.19], [0.25, 0.13, 1.87], [0.36, -0.45, -1.35], [0.11, -1.34, -1.57], [0.21, -0.33, 0.10], [0.24, 0.37, -0.02], [-0.36, 0.24, -0.41], [-0.22, -0.29, -0.51], [-0.26, -0.04, 0.19], [0.49, 0.33, 0.51], [0.07, 0.20, -0.31], [-0.34, 0.14, -0.05], [-0.05, -0.07, 0.14], [-0.55, 0.51, 0.33], [0.58, 0.48, -0.28], [0.36, -0.25, -0.50], [-0.42, -1.94, 0.00], [0.26, 0.10, -0.62], [0.23, -0.72, -0.03], [0.78, -0.52, -0.29], [-0.16, 1.15, -0.40], [0.44, 0.06, 0.42], [0.07, 0.90, -0.47], [0.58, 0.04, 0.48], [0.51, -0.53, -0.26], [-0.49, 0.50, 0.56], [-0.50, 0.28, 0.01], [-1.10, 0.00, 0.11], [0.21, 0.09, -0.04], [0.16, -0.12, 0.51], [-0.49, -0.13, 0.33], [-0.45, 0.42, 0.18], [0.72, 0.54, 0.88], [0.09, 1.21, -0.02], [0.16, 0.19, 0.17], [0.74, 2.64, -0.75], [-0.27, -1.25, 0.01], [1.55, -1.62, 0.60], [-0.06, -0.35, 0.73], [0.18, -0.09, 0.20], [-0.43, 0.03, -0.20], [-0.09, -0.50, -0.75], [0.14, 0.24, 0.46], [-0.97, -0.88, -0.37], [0.39, -0.06, -0.19], [0.04, 0.06, 0.25], [0.00, -0.65, -0.24], [-1.32, 0.34, -0.04], [-0.45, 0.00, -0.31], [-0.56, 1.56, 0.91], [0.35, -0.37, 0.71], [-0.39, -1.81, 1.64], [-0.63, -0.44, 0.75], [1.36, -0.14, -0.77], [-1.59, 0.96, -0.80], [0.14, 0.08, -0.80], [0.93, -0.44, 0.03], [-0.14, -0.33, 0.33], [0.86, -0.20, -0.82], [0.42, 0.39, 0.18], [-0.36, 0.02, -0.88], [-0.42, 0.76, -0.13], [-0.23, -0.04, 0.02], [-0.40, 0.09, 0.29], [-0.32, -0.05, -0.02], [0.76, 0.33, -0.42], [0.69, 1.39, -0.49], [2.31, -1.43, -0.13], [1.01, 0.88, -1.74], [-0.38, -1.33, 0.99], [0.08, -0.36, 0.75], [-2.00, 0.15, 0.34], [0.12, -0.13, 0.05], [-0.24, 0.06, -0.10], [-0.09, 0.23, 0.30], [0.13, 0.29, 0.22], [0.38, 0.18, 0.50], [-0.48, -0.40, -0.27], [-0.39, 0.38, -0.03], [0.13, 0.38, -0.12], [-0.17, 0.25, -0.54], [-0.61, -0.54, -0.25], [-0.26, -0.23, 0.41], [0.58, -1.10, -0.46], [1.01, -0.21, -2.13], [0.52, 0.10, 1.03], [-0.33, 0.62, -1.22], [0.27, 0.50, 0.90], [-1.09, 0.16, 0.91], [0.10, -0.02, -0.02], [-0.14, 0.95, -0.10], [0.22, -0.04, 0.67], [0.14, 0.21, 0.04], [0.19, 0.39, 0.12], [-0.18, -0.26, -0.40], [-0.25, 0.04, 0.42], [-0.27, -0.62, -0.25], [-0.27, -0.65, -0.28], [-0.37, 0.09, -0.08], [-0.54, 0.04, 0.36]]}